Entry from OMol25: a molecular structure, C48H43As2IrN7O2S4 (ωB97M-V/def2-TZVPD).

Each line ends with the Mulliken charge.
Positions of all 107 atoms, in Å:
Ir (-0.04274, 0.66320, 0.58817)  4.6287
S (-1.63863, 2.36884, 0.62337)  -0.5535
C (-2.23660, 2.28109, 2.29033)  0.6902
C (-2.76273, 3.42406, 2.89210)  -0.4882
C (-3.21109, 3.37349, 4.20304)  -0.8191
C (-3.14324, 2.19738, 4.93926)  -0.8560
C (-2.64269, 1.04829, 4.34550)  -0.9688
C (-2.19822, 1.09515, 3.03366)  -0.3718
As (-1.62551, -0.41797, 1.99777)  0.7555
C (-3.28898, -1.03105, 1.22068)  0.4408
C (-4.39796, -0.19065, 1.21290)  -0.8577
C (-5.58840, -0.62190, 0.64843)  -0.9205
C (-5.68150, -1.89210, 0.09935)  -0.8404
C (-4.57755, -2.73177, 0.10572)  -0.8969
C (-3.37925, -2.29928, 0.65267)  0.3091
C (-1.08815, -1.81774, 3.21879)  0.4231
C (-1.87243, -2.93973, 3.46489)  -0.6707
C (-1.42287, -3.91440, 4.34538)  -0.8529
C (-0.19779, -3.77319, 4.97966)  -0.6114
C (0.58091, -2.64916, 4.74386)  -0.6191
C (0.13585, -1.67304, 3.86849)  -0.1733
H (-2.80216, 4.35392, 2.33829)  0.5156
H (-3.60930, 4.26989, 4.66120)  0.3995
H (-3.48374, 2.17778, 5.96549)  0.4123
H (-2.59827, 0.11744, 4.89917)  0.5469
H (-4.34371, 0.79585, 1.65434)  0.4141
H (-6.44884, 0.03448, 0.64860)  0.4652
H (-6.61497, -2.23018, -0.33173)  0.4009
H (-4.64404, -3.72281, -0.32534)  0.4912
H (-2.52150, -2.96303, 0.64230)  0.3740
H (-2.83683, -3.05782, 2.98853)  0.5373
H (-2.03489, -4.78678, 4.53376)  0.4494
H (0.14955, -4.53892, 5.66084)  0.4131
H (1.53901, -2.53399, 5.23240)  0.4520
H (0.75100, -0.80878, 3.68907)  0.2869
C (-0.34761, 5.27094, -4.21223)  -1.3645
C (0.59361, 4.51932, -3.35177)  1.0827
N (1.87992, 4.62207, -3.36221)  -0.9860
N (2.29412, 3.75331, -2.40102)  0.5728
C (1.29819, 3.09930, -1.79084)  -0.5333
S (1.63662, 2.03554, -0.51893)  0.1367
N (0.19172, 3.59845, -2.39590)  0.1622
N (-1.10094, 3.15253, -2.16895)  -0.5769
H (0.22850, 5.87054, -4.91146)  0.3844
H (-0.97791, 5.93115, -3.61500)  0.3033
H (-0.99534, 4.60086, -4.77978)  0.3237
H (3.27375, 3.64528, -2.19923)  0.1456
H (-1.56791, 3.02881, -3.05838)  0.2472
H (-1.60366, 3.80370, -1.57620)  0.4493
N (8.18747, 1.59169, 0.31849)  -0.5127
C (7.01301, 0.90352, 0.48720)  0.9724
C (6.82465, 0.07268, 1.59773)  -0.8845
C (5.62891, -0.59264, 1.77894)  -0.1765
C (4.59535, -0.43005, 0.86637)  -0.8123
C (4.77400, 0.37996, -0.25060)  0.1858
C (5.96468, 1.04663, -0.43605)  -1.0920
S (3.12018, -1.37259, 1.03036)  1.6153
O (3.24655, -2.14696, 2.23461)  -0.7567
O (2.85163, -2.01372, -0.22291)  -0.7718
N (1.90618, -0.28074, 1.24462)  -0.1108
C (1.98230, 0.62056, 2.24901)  -0.1132
S (3.17852, 1.09446, 3.38890)  -0.0751
C (2.13554, 2.38026, 3.91738)  -0.4626
C (0.97940, 2.39480, 3.22538)  -1.3097
N (0.88929, 1.36909, 2.31828)  -0.2033
H (8.98983, 1.29934, 0.84803)  0.2187
H (8.39151, 1.97404, -0.58769)  0.2171
H (7.62667, -0.05413, 2.31426)  0.3218
H (5.48673, -1.24487, 2.63067)  0.5402
H (3.97373, 0.48470, -0.97323)  0.1130
H (6.10544, 1.67785, -1.30576)  0.3121
H (2.43391, 3.03895, 4.71495)  0.5229
H (0.15473, 3.07836, 3.35957)  0.4081
C (-4.83907, -1.05042, -3.31301)  -0.7336
C (-4.39473, 0.17137, -2.82733)  -0.9886
C (-3.14017, 0.26594, -2.24087)  0.4004
C (-2.32558, -0.85869, -2.13817)  0.2684
C (-2.79190, -2.08917, -2.58581)  -0.7831
C (-4.04202, -2.17726, -3.18012)  -0.7449
As (-0.54058, -0.63836, -1.42443)  2.0064
C (0.48701, -0.03234, -2.95760)  0.3580
C (1.83961, -0.35892, -3.01275)  -0.6184
C (2.62868, 0.13168, -4.04343)  -0.8942
C (2.07663, 0.94609, -5.02443)  -0.8385
C (0.72536, 1.25773, -4.97843)  -0.6834
C (-0.06620, 0.76958, -3.94583)  -0.9893
C (0.06369, -2.46545, -1.25242)  0.5862
C (0.10908, -3.05988, 0.00063)  0.0752
C (0.46559, -4.39311, 0.13527)  -0.8004
C (0.78182, -5.13732, -0.99002)  -0.8808
C (0.73352, -4.54884, -2.24721)  -0.8498
C (0.36774, -3.21834, -2.38248)  -0.4757
H (-5.81141, -1.12645, -3.78206)  0.4307
H (-5.02670, 1.04762, -2.89587)  0.4558
H (-2.81290, 1.20529, -1.80525)  0.1522
H (-2.18718, -2.98081, -2.48299)  0.2791
H (-4.39610, -3.13679, -3.53491)  0.4517
H (2.28748, -0.97460, -2.23990)  0.6449
H (3.67840, -0.13185, -4.08113)  0.5284
H (2.69131, 1.31719, -5.83427)  0.4126
H (0.28297, 1.86891, -5.75618)  0.5128
H (-1.12916, 0.97903, -3.94588)  0.6715
H (-0.07857, -2.47977, 0.89521)  -0.2663
H (0.51548, -4.83510, 1.12218)  0.5348
H (1.07636, -6.17387, -0.89121)  0.4291
H (0.98325, -5.12758, -3.12687)  0.4456
H (0.32323, -2.77507, -3.36993)  0.5054

E_tot, eV: -232853.962
Total charge: +1
LUMO energy, eV: -2.1072
HOMO, hartree: -0.3611
HOMO-LUMO gap, eV: 7.718
Maximum force, eV/Å: 0.8
ΔE to the lowest compared entry with this formula, charge and spin, eV: 0.000